C29H40MnN5O2P | ωB97M-V/def2-TZVPD

Structure (XYZ):
```
78
C29H40MnN5O2P ωB97M-V/def2-TZVPD
C 0.980 4.148 -3.569
C -0.046 3.887 -2.701
N 0.647 1.517 0.974
H -0.058 -1.513 2.495
C 2.391 0.684 -0.513
H 1.937 1.640 4.826
C 2.906 -1.660 -1.067
H -2.032 2.330 1.295
C 1.721 3.062 -4.083
H 0.208 -1.984 7.189
H 0.644 2.665 2.680
C 4.234 0.123 -2.007
C 2.113 -0.740 -0.338
H -1.718 2.817 2.960
C -1.112 -1.606 2.241
H 4.279 0.342 1.803
C 1.859 -3.222 6.588
H 3.850 -2.641 3.914
H 2.531 3.256 -4.778
C 1.191 -1.213 5.446
H -3.818 1.365 1.403
H 1.213 5.161 -3.866
H -3.860 2.066 -0.880
H 3.698 2.100 -1.438
N -2.156 -1.850 -2.043
H 3.074 2.172 3.579
H 1.726 -3.934 7.392
O 1.217 -1.169 0.504
C -1.555 2.360 -1.502
C -1.498 0.703 2.643
H -3.738 0.415 -1.461
Mn -0.144 0.103 -0.290
C 1.013 -2.123 6.476
C 2.873 -3.399 5.659
H 4.525 -1.976 -2.407
H 3.995 -1.391 1.898
N -0.948 -1.938 -1.275
H -2.134 -0.920 -2.452
C 0.046 2.566 1.768
H 0.057 3.534 1.254
H -2.367 0.605 3.310
C -3.354 1.107 -0.711
N -1.920 1.247 -0.996
H 2.019 0.939 -4.114
H -2.966 -1.398 0.440
C 3.054 -2.477 4.630
H -2.140 -2.514 -2.810
C 1.629 1.750 0.174
H -4.800 0.209 0.535
H -0.650 4.703 -2.314
H 2.690 -2.713 -0.929
H -0.967 -2.789 -0.729
C 2.229 -1.359 4.519
C 1.444 1.770 -3.722
C 2.796 1.335 4.225
H 5.057 0.445 -2.632
C 3.473 1.042 -1.334
H -0.132 -1.981 -1.883
H 0.512 -0.370 5.359
C -0.357 2.573 -2.298
H -3.525 -1.009 2.082
C -3.776 0.566 0.661
H 3.528 -4.258 5.730
C -1.385 2.162 2.152
P 2.342 -0.119 3.164
C 0.410 1.466 -2.794
H 3.629 1.109 4.895
H 1.964 2.779 0.003
H -2.217 3.232 -1.401
O 0.154 0.257 -2.427
C -2.984 -0.620 1.207
H -1.224 -2.438 1.546
N -1.586 -0.364 1.608
C 3.931 -1.242 -1.874
H -0.602 0.494 3.232
C 4.013 -0.469 2.483
H 4.766 -0.543 3.272
H -1.694 -1.825 3.148
```

## Properties
HOMO (spin up / spin down): -7.00 / -7.26 eV
2S+1: 6
HOMO-LUMO gap (spin up / spin down): 7.571 / 7.614 eV

---

C29H40N5OPPt | ωB97M-V/def2-TZVPD

Structure (XYZ):
```
77
C29H40N5OPPt ωB97M-V/def2-TZVPD
H 1.837 -2.423 1.855
C 1.951 1.216 -3.276
C 3.070 1.289 1.300
H -0.528 1.220 3.776
H 4.693 -1.527 -3.174
H -4.084 2.386 -3.341
C 0.091 2.205 1.972
N 2.147 -0.951 0.406
C -0.865 -2.726 2.575
H 2.279 1.809 -0.646
C -2.019 -2.449 -3.121
H -0.773 -1.146 4.047
H -0.105 -3.489 2.753
C 0.008 -2.562 -4.539
H 1.040 0.713 3.195
H -3.622 1.219 0.704
H -0.910 2.600 1.806
H -0.020 -4.080 -6.039
H 2.330 3.129 0.507
Pt 0.089 -0.133 -0.111
C 3.924 -0.765 -3.184
H 3.890 -0.691 1.558
C 2.112 2.063 0.405
O -2.722 0.848 0.770
C -0.698 -1.982 -3.454
C 0.041 0.995 2.870
H 0.989 -2.192 -4.807
H -0.041 0.270 -5.186
H -2.228 -2.160 0.998
N 0.650 1.860 0.634
C -1.355 -2.799 1.146
H -1.711 -3.031 3.192
H 1.186 -3.239 -1.010
C -2.786 1.203 -1.466
C -1.200 0.584 -3.404
H 0.741 -1.424 3.239
H 2.387 -0.452 2.397
H -2.572 -1.964 -2.324
H 4.063 1.504 0.901
C 3.273 1.543 -3.526
C 2.027 -2.388 0.785
C -1.856 -4.067 -4.877
C 1.607 -0.114 -2.989
H -3.749 1.688 -1.287
C -3.197 1.898 -3.727
H -3.605 2.570 -5.715
C 0.923 -3.120 0.043
N -0.377 -2.401 0.090
C -2.580 -3.480 -3.813
C -1.788 1.419 -5.613
H 3.539 2.563 -3.770
H -1.562 1.507 -6.667
H -1.567 -0.029 2.088
H 0.181 2.474 -0.028
C -0.333 -1.379 3.072
C 2.611 -1.102 -2.923
H 2.981 -2.895 0.624
H 1.192 1.987 -3.334
C 4.257 0.559 -3.484
H -0.856 -2.622 -0.776
C -2.925 2.011 -5.086
H 3.081 1.728 2.300
H -2.299 -4.877 -5.446
P -0.065 -0.529 -2.531
C -2.359 1.196 -2.868
C -0.940 0.714 -4.775
H 0.814 -4.126 0.455
H -1.670 -3.827 0.944
H -3.571 -3.843 -3.572
C -0.552 -3.602 -5.226
C 2.905 -0.228 1.468
N -2.145 0.728 -0.476
H 0.688 2.996 2.430
N -0.568 -0.195 2.207
H 5.287 0.818 -3.695
H 2.363 -2.138 -2.716
H 2.679 -0.892 -0.462
```

## Properties
HOMO (spin up / spin down): -19.34 / -20.42 eV
2S+1: 5
Net charge: +4
HOMO-LUMO gap (spin up / spin down): 7.622 / 4.864 eV

---

C29H41AgN4O5P | ωB97M-V/def2-TZVPD

Structure (XYZ):
```
81
C29H41AgN4O5P ωB97M-V/def2-TZVPD
H -1.185 5.631 0.769
N 2.094 -0.634 -2.220
H -4.727 -2.726 0.647
H -0.118 4.601 -1.248
H -1.613 -4.908 -2.482
C -2.595 2.562 0.036
O 4.043 -3.267 -1.093
H 3.381 2.265 -3.323
H -1.081 -3.066 0.682
H -5.973 -1.633 -1.175
C 2.780 3.746 0.670
C 3.383 4.529 -0.496
H 2.605 5.107 -0.998
C -2.071 -2.797 1.044
H -3.823 -2.105 3.026
O 1.797 2.894 0.079
C 3.069 -2.491 -0.959
Ag 0.224 -1.271 -1.053
C -1.134 -5.206 -1.554
C -4.185 -2.154 -0.105
H 1.381 5.310 1.199
H -4.731 -0.375 -2.912
H -1.377 -7.317 1.057
H 2.686 -4.623 -0.088
C 2.154 4.708 1.681
H 1.288 0.931 -3.277
N -1.832 -2.009 2.327
C -2.790 -2.056 -0.055
C -1.460 3.589 0.133
O 0.173 1.024 -0.067
N 1.940 -2.690 -0.296
H 1.690 4.135 2.483
H -2.619 -3.697 1.336
P 0.671 2.050 0.894
H -0.352 2.876 -1.568
H -1.005 -0.298 1.401
C -0.739 -1.019 2.168
H -2.465 4.771 1.635
H -3.411 -0.660 2.088
H -2.227 1.651 -0.438
C 4.397 -0.468 -1.620
N -0.042 -4.517 -1.236
H 1.912 -3.986 1.355
C -2.028 -1.385 -1.035
H 5.430 1.308 -2.251
H -3.422 2.963 -0.554
C 2.191 0.561 -2.803
H 0.173 -1.508 1.829
C -4.894 -1.549 -1.125
H 3.403 2.340 2.169
C -0.851 3.792 -1.258
C -2.004 4.919 0.656
C -2.805 -0.788 -2.051
O 1.106 1.690 2.266
H -2.298 -0.239 -2.839
O -0.521 3.163 1.124
H 3.811 3.832 -1.217
H -0.544 -0.502 3.106
H 4.162 5.204 -0.138
C 1.832 -4.024 0.258
C -4.189 -0.856 -2.104
H -2.742 5.329 -0.035
C -3.054 -1.356 2.840
C -1.658 -6.222 -0.772
H 4.250 2.172 0.627
C -1.007 -6.525 0.416
H -2.538 -6.768 -1.086
C 0.581 -4.792 -0.092
H -1.644 4.033 -1.969
H 0.629 -5.988 1.699
H -2.823 -0.822 3.759
H 4.667 3.520 1.715
C 0.114 -5.794 0.765
H 5.247 -0.944 -1.152
C 3.854 2.892 1.344
C 3.176 -1.133 -1.613
C 4.492 0.766 -2.236
H -2.959 2.324 1.040
H -1.522 -2.689 3.016
C 3.358 1.299 -2.835
H 2.917 5.370 2.094
```

## Properties
HOMO: -4.23 eV
Energy above the lowest of the compared OMol25 structures with the same formula, charge and spin: 8.0 kcal/mol
Net charge: -1
HOMO-LUMO gap: 6.233 eV